{"formula": "C36H34InN3O7S4", "method": "ωB97M-V/def2-TZVPD", "gap_ha": 0.2155, "largest_force_ev_per_a": 2.844, "e_homo_ev": -1.862, "charge": -2, "e_tot_ev": -105203.2246, "elements": ["In", "O", "C", "O", "C", "O", "O", "C", "O", "C", "C", "C", "C", "C", "C", "N", "N", "C", "C", "C", "C", "O", "C", "N", "C", "C", "C", "C", "H", "H", "H", "H", "H", "H", "H", "H", "H", "H", "H", "H", "C", "C", "S", "C", "C", "S", "H", "H", "H", "H", "H", "H", "C", "S", "C", "H", "H", "H", "H", "H", "H", "O", "S", "C", "C", "C", "C", "C", "C", "C", "C", "C", "C", "C", "C", "H", "H", "H", "H", "H", "H", "H", "H", "H", "H"], "xyz": [[0.389, -0.740, -1.773], [1.302, -0.203, 2.341], [1.028, -0.168, 1.132], [0.694, -1.147, 0.388], [1.013, 1.231, 0.410], [1.182, 2.217, 1.124], [0.868, 1.250, -0.853], [2.943, 3.380, 2.863], [4.339, 3.669, 2.917], [4.914, 3.575, 1.653], [6.249, 3.089, 1.581], [6.806, 2.808, 0.289], [6.135, 3.101, -0.858], [4.883, 3.671, -0.742], [4.287, 3.935, 0.474], [6.741, 2.897, -2.196], [6.079, 2.535, -3.183], [4.735, 2.002, -3.159], [3.859, 2.475, -4.105], [2.584, 1.954, -4.280], [2.178, 0.827, -3.520], [1.154, 0.105, -3.616], [3.171, 0.335, -2.501], [2.711, -0.732, -1.852], [3.459, -1.370, -0.978], [4.793, -0.914, -0.796], [5.239, 0.223, -1.364], [4.406, 0.905, -2.328], [2.663, 2.850, 3.773], [2.772, 2.673, 2.048], [2.346, 4.234, 2.717], [6.737, 2.743, 2.456], [7.822, 2.351, 0.177], [4.487, 3.980, -1.704], [3.334, 4.454, 0.478], [4.133, 3.401, -4.635], [1.883, 2.340, -5.009], [3.001, -2.157, -0.384], [5.486, -1.409, -0.104], [6.238, 0.647, -1.128], [-3.693, -3.030, -2.205], [-2.233, -2.627, -2.241], [-2.008, -0.921, -1.929], [-1.289, -3.596, -2.283], [-1.680, -5.091, -2.371], [0.435, -3.262, -2.028], [-3.962, -3.448, -1.239], [-3.866, -3.806, -2.998], [-4.298, -2.190, -2.501], [-0.847, -5.636, -2.825], [-2.645, -5.356, -2.832], [-1.680, -5.413, -1.319], [-3.492, 3.398, 1.750], [-3.523, 3.809, -0.046], [-2.129, 2.816, -0.707], [-2.957, 2.449, 1.801], [-4.520, 3.285, 2.146], [-2.939, 4.159, 2.257], [-1.266, 2.874, -0.014], [-1.909, 3.371, -1.616], [-2.481, 1.789, -0.824], [-4.961, -2.521, 4.538], [-4.064, -1.724, 3.652], [-3.111, -2.980, 2.841], [-1.927, -2.613, 2.148], [-1.139, -3.635, 1.568], [-1.478, -4.952, 1.816], [-2.661, -5.276, 2.523], [-3.505, -4.314, 2.933], [-4.970, -0.898, 2.338], [-6.370, -0.962, 2.355], [-7.061, -0.228, 1.386], [-6.332, 0.489, 0.416], [-4.952, 0.515, 0.420], [-4.260, -0.147, 1.371], [-1.520, -1.652, 2.139], [-0.238, -3.325, 1.046], [-0.788, -5.722, 1.495], [-2.851, -6.319, 2.717], [-4.364, -4.551, 3.560], [-6.861, -1.546, 3.127], [-8.168, -0.206, 1.338], [-6.780, 1.076, -0.398], [-4.489, 1.059, -0.424], [-3.216, -0.155, 1.368]], "forces_ev_per_a": [[0.4, -0.6, 0.5], [-0.2, -0.2, -1.2], [-0.1, 0.5, 1.1], [0.1, -0.3, 0.0], [0.5, 0.2, 0.9], [-0.6, 0.1, -0.6], [-0.5, -0.5, -0.7], [0.6, -2.0, 0.1], [0.9, 0.3, -1.3], [1.7, -0.4, 1.3], [-1.1, -0.4, -2.3], [1.5, -0.1, 1.9], [-0.6, -0.5, -1.2], [0.1, 0.7, -0.7], [-0.6, 0.4, -0.5], [-0.2, 0.2, 1.0], [-0.1, 0.1, 0.0], [1.3, 0.5, 0.4], [-0.1, 0.7, 0.0], [-0.9, -1.2, 0.4], [2.4, 0.1, 0.9], [-1.7, 0.6, -1.0], [-1.7, 0.6, -1.9], [0.3, -1.0, 1.5], [0.6, 0.8, -0.5], [0.2, -1.0, 1.4], [0.6, 1.7, -1.4], [1.0, -0.4, 0.9], [0.1, 0.3, 0.1], [-0.2, 0.3, 0.4], [-0.7, 1.2, -0.2], [0.4, -0.1, 0.7], [-0.9, 0.4, 0.4], [-0.7, 0.1, 0.4], [0.0, -0.3, 0.1], [0.1, -0.7, 0.0], [0.1, 0.1, 0.0], [0.1, 0.0, -0.2], [-0.6, 0.0, -0.2], [-0.8, -0.7, -0.2], [0.5, -0.8, -1.6], [0.1, -1.2, 0.5], [-0.5, 0.7, -0.1], [-0.4, 0.3, -0.2], [0.9, 0.7, 0.7], [-0.1, -0.5, -0.4], [-0.3, 0.1, 0.2], [0.0, 0.5, 0.8], [-0.5, 0.4, 0.3], [-0.3, 0.0, -0.2], [0.5, 0.3, 0.1], [-0.3, -0.3, -0.1], [-0.4, -0.6, -1.0], [-0.2, 0.1, 0.4], [-0.3, 0.7, 1.2], [-0.1, 0.0, 0.4], [0.6, 0.1, -0.3], [0.2, 0.4, 0.5], [-0.4, -0.1, -0.5], [0.2, -0.6, -0.2], [0.4, 0.1, -0.4], [-0.9, 0.4, 0.0], [0.9, 0.1, 0.7], [1.3, 0.7, -1.9], [-1.0, -2.6, 0.5], [-0.5, 0.7, 0.7], [-0.4, 0.1, 0.1], [2.0, -1.1, -1.5], [-0.9, 1.3, 1.6], [-0.5, -0.2, -0.6], [0.7, 0.5, -0.3], [-0.2, 0.5, -0.8], [-0.9, 0.0, 0.1], [-0.4, 0.9, -1.8], [-0.9, -1.4, 1.7], [0.2, 1.6, -0.1], [-0.1, -0.2, -0.1], [-0.2, -0.2, -0.1], [-0.2, -0.2, 0.0], [0.0, 0.1, -0.4], [0.0, 0.0, -0.1], [0.8, -0.1, 0.2], [-0.3, -0.4, 0.6], [0.1, -0.4, 0.9], [1.5, 0.0, 0.0]]}